Entry P
Here is one molecule with the formula C4H6OS from the Open Molecules 2025 dataset. Energies are from ωB97M-V with the def2-TZVPD basis set.

Calculated values
- E_HOMO: -0.3297 hartree
- 2S+1: 1
- Kohn-Sham gap: 9.695 eV
- Total charge: 0
- E_LUMO: 0.72 eV

Last column: Löwdin charge in e.
CARTESIAN COORDINATES (ANGSTROEM)
C  -0.07213  0.98061  -0.44413  -0.3420
C  -0.88766  -0.04936  -0.65929  -0.3731
C  0.39885  1.91284  0.65552  -0.0560
C  -1.75114  -1.18653  -0.31275  -0.0664
O  -1.39893  1.67137  -2.72947  -0.5713
S  -0.38880  0.73680  -2.24311  0.9236
H  0.48003  2.85018  0.12706  0.0705
H  1.39833  1.55218  0.96325  0.0866
H  -0.30699  1.98281  1.47352  0.0759
H  -2.77257  -0.97614  -0.48287  0.0715
H  -1.35414  -1.46715  0.67940  0.0969
H  -1.57737  -1.98919  -1.03826  0.0839

Entry Q
Here is one molecule with the formula C4H6OS from the Open Molecules 2025 dataset. Energies are from ωB97M-V with the def2-TZVPD basis set.

Calculated values
- E_HOMO: -0.3319 hartree
- 2S+1: 1
- Structure (SMILES): C=COCC=S
- Kohn-Sham gap: 8.467 eV
- Total charge: 0
- E_LUMO: -0.57 eV

Last column: Löwdin charge in e.
CARTESIAN COORDINATES (ANGSTROEM)
C  2.93720  -0.84430  0.14587  0.0301
C  1.81002  -0.27841  -0.33231  -0.2492
O  1.33615  0.94202  0.07183  -0.0938
C  -0.10058  1.04637  -0.13365  -0.2585
C  -1.00466  0.00397  0.46509  -0.6565
S  -2.46432  -0.42934  -0.08226  0.6937
H  3.61483  -0.24671  0.73774  0.0546
H  3.37506  -1.71032  -0.35079  0.0541
H  1.18451  -0.81778  -1.03318  0.1151
H  -0.38454  1.99033  0.35971  0.1376
H  -0.32977  1.13203  -1.15754  0.0967
H  -0.57209  -0.58002  1.31551  0.0760

Result of the stability comparison: entry P is the least stable of them.